# 1
{
  "formula": "C10H9N",
  "method": "ωB97M-V with the def2-TZVPD basis set",
  "elements": ["C", "C", "C", "C", "C", "C", "C", "C", "C", "C", "H", "H", "H", "H", "H", "H", "H", "H", "H", "N"],
  "xyz": [[-3.101, -0.047, -0.046], [-2.519, 1.042, -0.453], [-1.064, 1.112, -0.378], [-0.339, 0.078, 0.085], [-1.124, -1.135, 0.386], [-2.480, -1.157, 0.452], [1.037, 0.008, 0.064], [2.005, 0.671, 0.893], [3.295, 0.402, 0.473], [3.171, -0.444, -0.593], [-4.298, 0.210, -0.005], [-3.045, 2.113, -0.750], [-0.600, 2.281, -0.635], [-0.643, -2.072, 0.856], [-3.109, -2.015, 0.560], [1.734, 1.402, 1.801], [4.182, 0.692, 0.934], [3.757, -0.987, -1.273], [1.297, -1.451, -1.562], [1.843, -0.705, -0.812]],
  "smiles": "c1ccc(-c2ccc[nH]2)cc1",
  "orbital_gap_ev": 8.70,
  "de_lowest_ev": 3.529,
  "e_lumo_ev": 0.82,
  "total_energy_ev": -12002.6716
}

# 2
{
  "formula": "C5H10N2O3S2",
  "method": "ωB97M-V with the def2-TZVPD basis set",
  "elements": ["C", "C", "C", "C", "C", "N", "N", "O", "O", "O", "S", "S", "H", "H", "H", "H", "H", "H", "H", "H", "H", "H"],
  "xyz": [[-0.240, 0.793, 0.624], [-0.816, 0.817, -0.741], [-1.268, 2.220, -1.289], [-1.776, 3.063, -0.150], [2.614, -2.479, 0.574], [0.054, 1.817, 1.348], [1.340, -2.885, 1.053], [0.155, -0.591, 0.920], [0.448, -2.261, -1.210], [-1.160, -2.850, 0.531], [-0.535, 3.311, 1.180], [0.116, -2.307, 0.175], [-0.050, 0.285, -1.469], [-1.643, 0.123, -0.650], [-0.364, 2.600, -1.801], [-2.069, 2.112, -2.101], [-2.127, 3.986, -0.534], [-2.738, 2.571, 0.302], [2.358, -2.223, -0.445], [2.993, -1.741, 1.185], [3.501, -3.200, 0.514], [1.206, -3.163, 1.983]],
  "smiles": "CNS(=O)(=O)OC1=NSCCC1",
  "orbital_gap_ev": 8.38,
  "de_lowest_ev": 3.415,
  "e_lumo_ev": 0.35,
  "total_energy_ev": -36137.0940
}

# 3
{
  "formula": "C6H6Br2NP",
  "method": "ωB97M-V with the def2-TZVPD basis set",
  "elements": ["C", "C", "C", "C", "C", "C", "N", "P", "Br", "Br", "H", "H", "H", "H", "H", "H"],
  "xyz": [[-1.368, -0.399, -0.890], [-0.235, -0.957, -1.538], [-1.232, 0.568, 0.079], [0.914, -0.735, -0.883], [-0.014, 0.923, 0.647], [1.065, 0.186, 0.165], [2.964, 1.331, 2.162], [2.733, 0.622, 0.785], [4.335, -1.924, 0.021], [3.542, 2.093, -0.606], [-2.317, -0.585, -1.266], [-0.166, -1.645, -2.354], [-2.153, 1.112, 0.562], [1.693, -1.347, -1.315], [0.201, 1.632, 1.338], [2.239, 1.212, 2.877]],
  "orbital_gap_ev": [7.00, 7.00],
  "e_lumo_ev": [-2.34, -2.34],
  "total_energy_ev": -157181.6005
}

# 4
{
  "formula": "C37H38BrN6O4Ti",
  "method": "ωB97M-V with the def2-TZVPD basis set",
  "elements": ["Ti", "Br", "C", "C", "C", "C", "O", "C", "C", "N", "C", "C", "C", "C", "C", "C", "C", "C", "N", "C", "C", "H", "H", "H", "H", "H", "H", "H", "H", "H", "H", "C", "C", "C", "C", "C", "C", "N", "N", "C", "C", "C", "C", "C", "C", "H", "H", "H", "H", "H", "H", "H", "H", "H", "C", "C", "C", "O", "H", "H", "H", "H", "H", "H", "O", "O", "C", "C", "N", "C", "C", "N", "C", "C", "H", "H", "H", "H", "H", "H", "H", "H", "H", "H", "H", "H", "H"],
  "xyz": [[-0.039, -0.800, -0.213], [-4.579, 0.692, -5.764], [-3.176, 0.538, -4.518], [-1.871, 0.796, -4.906], [-0.836, 0.689, -3.984], [-1.124, 0.317, -2.679], [-0.129, 0.229, -1.762], [-2.439, 0.043, -2.281], [-2.721, -0.389, -0.878], [-1.891, -1.440, -0.432], [-2.380, -2.394, 0.479], [-3.686, -2.755, 0.695], [-4.004, -3.782, 1.615], [-3.039, -4.454, 2.307], [-1.678, -4.101, 2.118], [-0.598, -4.719, 2.786], [0.684, -4.292, 2.554], [0.894, -3.222, 1.671], [-0.094, -2.629, 1.032], [-1.369, -3.060, 1.226], [-3.461, 0.163, -3.209], [-1.662, 1.081, -5.928], [0.187, 0.882, -4.276], [-3.784, -0.596, -0.743], [-4.496, -2.288, 0.151], [-5.045, -4.043, 1.751], [-3.292, -5.249, 2.994], [-0.794, -5.527, 3.479], [1.530, -4.749, 3.048], [1.891, -2.833, 1.491], [-4.485, -0.038, -2.922], [5.245, 0.127, 0.388], [4.825, 0.018, 1.708], [3.477, -0.035, 2.020], [2.542, 0.025, 0.988], [2.949, 0.159, -0.333], [4.303, 0.197, -0.631], [1.130, -0.052, 1.254], [0.847, -0.095, 2.499], [-0.501, -0.096, 2.866], [-0.735, -0.473, 4.195], [-2.012, -0.518, 4.717], [-3.090, -0.150, 3.924], [-2.899, 0.260, 2.609], [-1.619, 0.270, 2.099], [6.300, 0.158, 0.156], [5.552, -0.032, 2.507], [3.152, -0.129, 3.045], [2.231, 0.269, -1.139], [4.618, 0.291, -1.662], [0.127, -0.735, 4.793], [-2.169, -0.826, 5.741], [-4.093, -0.170, 4.328], [-3.729, 0.560, 1.988], [2.245, -3.559, -2.851], [1.017, -2.921, -2.303], [-0.317, -3.276, -2.862], [1.116, -2.132, -1.360], [2.158, -4.643, -2.731], [3.132, -3.190, -2.347], [2.298, -3.381, -3.927], [-0.236, -3.809, -3.805], [-0.935, -2.385, -2.969], [-0.811, -3.925, -2.132], [-1.349, 0.672, 0.778], [-2.532, 0.838, 0.009], [0.519, 4.967, 0.943], [0.550, 3.421, 0.900], [1.270, 2.955, -0.277], [0.557, 3.363, -1.479], [0.411, 4.903, -1.525], [1.148, 5.454, -0.334], [2.592, 5.039, -0.388], [2.622, 3.497, -0.280], [1.103, 5.392, 1.758], [-0.486, 5.383, 0.977], [-0.464, 3.024, 0.865], [1.034, 3.031, 1.797], [-0.427, 2.894, -1.482], [1.095, 3.002, -2.354], [-0.621, 5.241, -1.439], [0.858, 5.358, -2.407], [1.096, 6.471, -0.356], [3.100, 5.543, 0.433], [2.987, 5.417, -1.330], [3.127, 3.187, 0.635], [3.177, 3.076, -1.118]],
  "multiplicity": 2,
  "charge": 2,
  "orbital_gap_ev": [6.17, 6.46],
  "de_lowest_ev": 0.000,
  "e_lumo_ev": [-5.93, -5.99],
  "s2": 0.783,
  "total_energy_ev": -149260.9184
}

# 5
{
  "formula": "C17H35NO16S4",
  "method": "ωB97M-V with the def2-TZVPD basis set",
  "elements": ["O", "C", "N", "C", "O", "S", "O", "O", "O", "C", "C", "C", "O", "C", "C", "C", "O", "H", "H", "H", "H", "H", "H", "H", "H", "H", "H", "H", "O", "S", "O", "O", "C", "C", "C", "H", "H", "H", "H", "H", "H", "H", "H", "O", "S", "O", "O", "C", "C", "C", "H", "H", "H", "H", "H", "H", "H", "H", "O", "S", "O", "O", "C", "C", "C", "H", "H", "H", "H", "H", "H", "H", "H"],
  "xyz": [[-1.875, 4.538, 2.349], [-2.397, 3.685, 3.273], [-2.610, 2.463, 3.923], [-3.770, 1.716, 3.234], [-4.603, 1.378, 4.433], [-3.526, 0.474, 5.430], [-4.236, -0.792, 6.044], [-2.916, 1.152, 6.681], [-2.453, -0.098, 4.192], [-3.092, 0.254, 2.880], [-4.149, -1.028, 2.693], [-3.308, -2.472, 2.736], [-3.876, -3.595, 2.215], [-2.163, 0.089, 1.540], [-1.834, 1.484, 0.743], [-1.456, 1.184, -0.858], [0.023, 1.149, -0.910], [-4.345, 2.295, 2.370], [-4.635, -0.939, 1.607], [-5.038, -1.001, 3.454], [-2.211, -2.503, 3.199], [-2.625, -0.655, 0.730], [-1.143, -0.415, 1.901], [-2.721, 2.255, 0.706], [-0.867, 1.954, 1.260], [-1.863, 0.133, -1.215], [-1.853, 2.058, -1.542], [0.249, 0.197, -0.646], [-0.527, -3.225, 1.334], [0.681, -3.103, 0.545], [0.811, -2.126, -0.514], [1.081, -4.569, -0.042], [0.109, -5.296, -0.779], [-0.014, -4.774, -2.198], [2.060, -2.923, 1.649], [-0.859, -5.284, -0.267], [0.445, -6.338, -0.810], [-0.443, -3.768, -2.211], [-0.660, -5.425, -2.795], [0.969, -4.712, -2.676], [2.001, -3.695, 2.418], [1.999, -1.933, 2.107], [2.985, -3.012, 1.076], [-0.441, -1.639, -4.253], [0.377, -1.541, -5.445], [1.150, -2.659, -5.940], [1.354, -0.245, -5.312], [2.182, -0.130, -4.164], [3.402, -1.026, -4.269], [-0.630, -0.924, -6.771], [1.614, -0.339, -3.251], [2.509, 0.914, -4.108], [3.119, -2.081, -4.226], [4.098, -0.828, -3.449], [3.919, -0.868, -5.221], [-1.173, -0.042, -6.423], [-1.335, -1.709, -7.055], [0.012, -0.676, -7.617], [4.385, 2.998, 2.500], [3.018, 3.424, 2.282], [1.963, 2.487, 1.963], [3.006, 4.623, 1.179], [3.635, 4.402, -0.075], [2.763, 3.564, -0.992], [2.502, 4.398, 3.674], [4.622, 3.946, 0.058], [3.792, 5.385, -0.531], [2.667, 2.541, -0.616], [3.193, 3.517, -1.996], [1.753, 3.982, -1.056], [3.267, 5.149, 3.884], [2.387, 3.731, 4.530], [1.547, 4.871, 3.439]],
  "smiles": "O=C=N[C@@H]1OS(=O)(=O)O[C@]1(CC=O)CCCO.CCOS(C)(=O)=O.CCOS(C)(=O)=O.CCOS(C)(=O)=O",
  "orbital_gap_ev": 8.86,
  "de_lowest_ev": 8.376,
  "e_lumo_ev": -1.11,
  "total_energy_ev": -95775.6335
}

What is the formula in the third record?
C6H6Br2NP

Repeat the third record exactly.
{
  "formula": "C6H6Br2NP",
  "method": "ωB97M-V with the def2-TZVPD basis set",
  "elements": ["C", "C", "C", "C", "C", "C", "N", "P", "Br", "Br", "H", "H", "H", "H", "H", "H"],
  "xyz": [[-1.368, -0.399, -0.890], [-0.235, -0.957, -1.538], [-1.232, 0.568, 0.079], [0.914, -0.735, -0.883], [-0.014, 0.923, 0.647], [1.065, 0.186, 0.165], [2.964, 1.331, 2.162], [2.733, 0.622, 0.785], [4.335, -1.924, 0.021], [3.542, 2.093, -0.606], [-2.317, -0.585, -1.266], [-0.166, -1.645, -2.354], [-2.153, 1.112, 0.562], [1.693, -1.347, -1.315], [0.201, 1.632, 1.338], [2.239, 1.212, 2.877]],
  "orbital_gap_ev": [7.00, 7.00],
  "e_lumo_ev": [-2.34, -2.34],
  "total_energy_ev": -157181.6005
}

Number 1 is which compound?
C10H9N